# 1
{
  "formula": "C5H18BrFeO5",
  "method": "ωB97M-V/def2-TZVPD",
  "molar_mass_g_mol": 293.94,
  "total_charge": 1,
  "energy_ha": -4414.72281,
  "lumo_energy_ev": [-8.75, -8.99],
  "spin_multiplicity": 5,
  "max_force_ev_per_a": 3.17,
  "gap_ev": [3.7, 3.5],
  "species": ["Fe", "Br", "C", "O", "H", "H", "H", "H", "C", "O", "H", "H", "H", "H", "C", "O", "H", "H", "H", "H", "C", "C", "O", "O", "H", "H", "H", "H", "H", "H"],
  "coordinates": [[-34.315, 8.316, 11.745], [-32.524, 6.304, 12.361], [-29.191, 3.535, 13.051], [-30.500, 3.256, 12.768], [-29.252, 4.054, 14.008], [-28.502, 2.715, 13.251], [-28.857, 4.272, 12.321], [-30.861, 4.132, 12.615], [-29.659, 8.987, 12.889], [-30.850, 8.945, 13.614], [-29.802, 9.373, 11.879], [-29.033, 9.709, 13.413], [-29.289, 7.966, 12.801], [-31.426, 8.242, 13.307], [-33.501, 2.106, 13.440], [-34.136, 3.244, 12.842], [-32.800, 1.625, 12.758], [-32.827, 2.416, 14.239], [-34.194, 1.327, 13.757], [-33.482, 3.814, 12.430], [-31.495, 4.226, 8.709], [-31.356, 4.257, 7.192], [-30.628, 5.397, 6.712], [-32.153, 5.370, 9.238], [-30.502, 4.114, 9.144], [-31.997, 3.290, 8.955], [-32.339, 4.268, 6.720], [-30.899, 3.318, 6.880], [-29.715, 5.102, 6.690], [-32.179, 5.427, 10.196]],
  "nbo_charge": [1.534, -0.525, -0.246, -0.704, 0.155, 0.204, 0.155, 0.439, -0.246, -0.730, 0.155, 0.205, 0.169, 0.450, -0.255, -0.733, 0.175, 0.169, 0.194, 0.449, -0.087, -0.089, -0.707, -0.748, 0.158, 0.171, 0.183, 0.179, 0.466, 0.461]
}

# 2
{
  "formula": "C16H24N4O5",
  "method": "ωB97M-V/def2-TZVPD",
  "de_lowest_ev": 0.000,
  "molar_mass_g_mol": 352.39,
  "energy_ha": -1219.40827,
  "lumo_energy_ev": 0.40,
  "smiles": "CNC(=O)[C@H](CC(N)=O)NC(C)=O.Cc1cc(C)c(N)c(C(=O)O)c1",
  "max_force_ev_per_a": 2.05,
  "gap_ev": 8.4,
  "species": ["O", "O", "O", "O", "O", "C", "C", "C", "C", "C", "C", "C", "C", "C", "C", "N", "N", "N", "N", "C", "C", "C", "C", "C", "C", "H", "H", "H", "H", "H", "H", "H", "H", "H", "H", "H", "H", "H", "H", "H", "H", "H", "H", "H", "H", "H", "H", "H", "H"],
  "coordinates": [[2.277, -3.804, -2.203], [-4.206, 3.435, 3.717], [-1.491, -0.585, -0.344], [-4.689, -0.949, 1.793], [1.682, -3.112, -0.148], [2.366, -2.975, -1.309], [-4.084, 2.304, 3.275], [-1.207, -0.598, 0.840], [-4.468, 0.022, 1.080], [3.317, -0.858, -0.395], [4.749, 0.602, -1.667], [3.218, -1.765, -1.472], [3.929, -1.454, -2.656], [4.074, 0.314, -0.480], [4.685, -0.271, -2.758], [-0.161, -1.277, 1.253], [3.901, -2.300, -3.751], [-5.356, 0.342, 0.134], [-3.498, 2.135, 2.088], [-4.594, 1.136, 4.093], [4.141, 1.258, 0.693], [5.439, 0.078, -4.023], [-5.317, 1.490, -0.773], [-1.989, 0.185, 1.885], [-3.224, 0.918, 1.306], [1.226, -3.963, -0.257], [2.797, -1.057, 0.538], [5.334, 1.515, -1.740], [0.364, -1.783, 0.552], [0.069, -1.317, 2.226], [4.080, -1.898, -4.666], [3.249, -3.089, -3.680], [-6.136, -0.294, 0.058], [-3.210, 3.005, 1.670], [-4.849, 1.490, 5.090], [-5.486, 0.729, 3.624], [-3.831, 0.366, 4.171], [4.353, 0.708, 1.615], [3.186, 1.780, 0.809], [4.930, 2.003, 0.553], [6.061, 0.967, -3.878], [6.093, -0.749, -4.316], [4.735, 0.281, -4.836], [-4.467, 1.402, -1.452], [-6.234, 1.523, -1.364], [-5.236, 2.418, -0.203], [-2.293, -0.496, 2.678], [-1.302, 0.916, 2.310], [-2.928, 1.270, 0.318]],
  "nbo_charge": [-0.628, -0.634, -0.645, -0.635, -0.698, 0.789, 0.673, 0.672, 0.672, -0.141, -0.146, -0.262, 0.303, -0.074, -0.092, -0.813, -0.830, -0.600, -0.616, -0.710, -0.622, -0.636, -0.422, -0.504, -0.135, 0.509, 0.213, 0.206, 0.427, 0.391, 0.386, 0.428, 0.410, 0.409, 0.241, 0.243, 0.223, 0.216, 0.217, 0.214, 0.224, 0.222, 0.212, 0.205, 0.218, 0.203, 0.243, 0.233, 0.241]
}

# 3
{
  "formula": "C4H32O12",
  "method": "ωB97M-V/def2-TZVPD",
  "molar_mass_g_mol": 272.29,
  "total_charge": -1,
  "energy_ha": -1074.42910,
  "lumo_energy_ev": [2.08, 1.99],
  "spin_multiplicity": 2,
  "max_force_ev_per_a": 2.76,
  "gap_ev": [2.5, 9.8],
  "species": ["O", "H", "H", "O", "H", "H", "O", "H", "H", "O", "H", "H", "O", "H", "H", "O", "H", "H", "O", "H", "H", "O", "H", "H", "O", "H", "H", "O", "H", "H", "C", "C", "O", "H", "H", "H", "H", "H", "H", "C", "C", "O", "H", "H", "H", "H", "H", "H"],
  "coordinates": [[-1.947, -15.484, 7.734], [-2.422, -16.286, 7.518], [-1.621, -15.164, 6.892], [-4.271, -13.501, 7.359], [-3.380, -13.564, 7.017], [-4.746, -12.994, 6.701], [-5.166, -12.758, 10.237], [-4.685, -12.280, 10.913], [-4.517, -12.922, 9.552], [0.534, -13.213, 10.828], [0.985, -13.635, 10.096], [-0.395, -13.280, 10.608], [-0.454, -13.369, 13.352], [-1.233, -13.782, 12.979], [0.135, -13.252, 12.607], [-3.693, -14.776, 12.833], [-3.567, -15.355, 13.585], [-4.632, -14.819, 12.653], [-2.098, -13.712, 10.240], [-2.710, -14.106, 10.862], [-2.142, -14.278, 9.469], [-5.056, -15.949, 8.934], [-4.773, -16.864, 8.940], [-4.474, -15.522, 8.305], [0.339, -16.830, 8.321], [-0.421, -16.253, 8.400], [-0.034, -17.701, 8.188], [-3.990, -11.793, 12.320], [-4.027, -11.497, 13.230], [-3.686, -12.699, 12.375], [-1.638, -17.871, 11.174], [-2.829, -18.672, 11.741], [-2.798, -18.816, 13.123], [-1.657, -18.068, 10.102], [-0.709, -18.251, 11.598], [-1.741, -16.849, 11.540], [-2.956, -19.678, 11.343], [-3.699, -18.057, 11.512], [-2.913, -17.965, 13.553], [-0.547, -12.099, 7.075], [-1.038, -11.942, 5.650], [-0.108, -12.645, 4.929], [0.407, -11.626, 7.310], [-0.485, -13.149, 7.359], [-1.291, -11.569, 7.669], [-1.021, -10.955, 5.186], [-2.022, -12.402, 5.556], [-0.411, -12.657, 4.018]],
  "nbo_charge": [-1.315, 0.321, 0.417, -1.009, 0.457, 0.464, -0.984, 0.472, 0.484, -0.992, 0.478, 0.503, -0.973, 0.458, 0.499, -0.973, 0.476, 0.495, -0.989, 0.485, 0.503, -0.993, 0.437, 0.479, -0.992, 0.484, 0.448, -0.952, 0.480, 0.490, -0.654, -0.068, -0.727, 0.208, 0.205, 0.204, 0.170, 0.150, 0.452, -0.636, -0.092, -0.736, 0.210, 0.210, 0.210, 0.151, 0.128, 0.455]
}

# 4
{
  "formula": "C2H6N4S",
  "method": "ωB97M-V/def2-TZVPD",
  "de_lowest_ev": 3.487,
  "molar_mass_g_mol": 118.16,
  "energy_ha": -696.89791,
  "lumo_energy_ev": 0.04,
  "smiles": "N/N=C\\C(=S)NN",
  "max_force_ev_per_a": 4.67,
  "gap_ev": 8.4,
  "species": ["C", "C", "H", "H", "H", "H", "H", "H", "N", "N", "N", "N", "S"],
  "coordinates": [[-0.071, -0.614, 0.520], [-0.992, 0.511, 0.073], [0.005, -0.144, -2.226], [-1.068, -1.528, -1.893], [1.136, -2.019, -0.280], [-1.994, 0.268, 0.520], [1.304, 1.679, -0.776], [0.393, 2.941, -1.478], [-0.033, -1.171, -1.967], [0.525, -1.143, -0.578], [-0.814, 1.612, -0.695], [0.428, 1.969, -1.148], [0.366, -0.591, 2.081]],
  "nbo_charge": [0.001, -0.079, 0.384, 0.361, 0.398, 0.211, 0.373, 0.383, -0.635, -0.449, -0.213, -0.666, -0.069]
}